DFT (the ωB97M-V functional and the def2-TZVPD basis) results for 2 unconnected molecules or ions with the total composition C3H10S2.

- Charge: 0
- Energy relative to the best compared isomer or geometry (same formula, charge and spin): 2.3216 eV
- Kohn-Sham gap: 9.6 eV

Each line ends with the natural charge from an NBO analysis.
Geometry (Å):
H -4.254734 2.649168 1.169751  0.2426
H 4.094495 -0.770296 -1.231645  0.2303
H 4.143028 -3.330034 -2.744596  0.1139
H 1.880612 -1.543058 0.038691  0.2228
H -5.801472 2.558042 2.682178  0.2449
C 1.932627 -1.626557 -1.084090  -0.6440
H 1.263234 -2.404176 -1.556604  0.2292
C -4.709122 2.486068 2.284306  -0.7336
S 4.007838 -3.222869 -1.451924  -0.1175
H 3.225651 -1.284826 -2.773702  0.2097
H -2.897154 3.865683 2.020010  0.1260
C 3.298312 -1.440373 -1.712544  -0.4467
H 1.498114 -0.728009 -1.420831  0.2023
H -4.405152 1.428698 2.532516  0.2141
S -3.276281 3.362542 3.248481  -0.0939

Forces on the atoms, in the same order (eV/Å):
H -2.4968 -0.3379 2.5668
H -1.7747 -0.6368 -0.5959
H 0.3628 -0.6217 -0.9134
H 0.2536 -0.7255 -1.1992
H 2.0712 0.7768 -1.3181
C -0.7791 1.3008 0.2837
H 1.2897 0.4074 0.8309
C 2.1024 -1.5759 -0.1735
S 0.2418 1.2108 -0.0030
H 0.1049 0.1557 -0.2916
H 0.1980 0.0034 1.3495
C 1.7622 -2.5870 1.9214
H -1.4614 1.4965 -0.0325
H -0.6735 0.8449 -0.5755
S -1.2011 0.2885 -1.8495



DFT (the ωB97M-V functional and the def2-TZVPD basis) results for 2 unconnected molecules or ions with the total composition C6H10O.

- Charge: 0
- Energy relative to the best compared isomer or geometry (same formula, charge and spin): 2.3045 eV
- Kohn-Sham gap: 9.1 eV

Each line ends with the natural charge from an NBO analysis.
Geometry (Å):
H -1.359681 -0.466111 -1.456310  -0.0081
C -0.400067 0.651775 1.371162  -0.0713
H 0.679851 2.320274 0.602994  0.2202
H -1.521480 -2.275593 0.435103  0.1940
O -1.330453 -0.355007 0.984171  -0.4970
H -0.911889 0.095503 -1.668416  -0.0026
C -0.808381 -1.456352 0.409638  0.1838
C 1.225007 -0.545017 -0.722466  -0.2266
H 2.045843 -0.891814 -1.348026  0.2142
C 0.417631 -1.604056 -0.134244  -0.3811
C 0.912906 0.763087 -0.778599  -0.1946
H -0.822537 2.001989 -0.246527  0.2235
H 0.466910 0.165329 1.836390  0.1876
H -0.917065 1.252364 2.124009  0.1969
C 0.050369 1.511981 0.202876  -0.4731
H 0.695484 -2.621407 -0.392635  0.2255
H 1.417765 1.378714 -1.519352  0.2087

Forces on the atoms, in the same order (eV/Å):
H -0.2386 0.2185 -0.4500
C 0.1427 0.1659 0.0503
H -0.1481 -0.0073 0.0192
H 0.2100 -0.0378 0.2603
O 0.0166 -0.1079 -0.1190
H -0.4687 -0.1365 -0.3055
C 0.2382 -0.3261 0.3097
C -0.0417 0.2221 -0.0625
H -0.2166 0.0381 -0.0283
C -0.1840 0.0180 0.0501
C 0.4474 -0.0175 0.2478
H 0.1685 -0.1454 -0.0481
H -0.1136 0.0671 -0.0317
H 0.0531 -0.0702 -0.1303
C 0.0033 0.0115 0.0287
H -0.1071 0.1275 -0.0439
H 0.2386 -0.0200 0.2533



DFT (the ωB97M-V functional and the def2-TZVPD basis) results for 2 unconnected molecules or ions with the total composition C9H14O5S.

- Charge: 0
- Energy relative to the best compared isomer or geometry (same formula, charge and spin): 0.0000 eV
- Kohn-Sham gap: 7.9 eV

Each line ends with the natural charge from an NBO analysis.
Geometry (Å):
S 0.616470 -0.746248 0.041419  0.2382
H 0.182818 0.411268 -2.055099  0.2023
H 2.981758 0.706963 4.140780  0.1545
C -3.005901 -0.724876 -3.156424  0.7240
O -2.963657 -2.070039 -2.860611  -0.4925
H 1.874456 -0.779966 -3.470095  0.2077
H 0.910563 -1.994835 -2.574527  0.2113
C -2.285779 -2.236822 -1.663106  0.7613
O 2.129772 1.275241 2.340888  -0.7151
C -1.892066 -0.903334 -1.139984  -0.1305
C -1.194895 -0.692152 0.149196  -0.5720
C 1.995839 0.917098 3.712220  -0.0612
C 1.031622 -0.079023 -1.590201  -0.5291
C -2.324065 -0.015709 -2.041739  0.2195
H 0.299663 2.187676 4.100269  0.2110
H 2.509197 -1.573267 -2.009259  0.2148
H -1.788792 1.696215 -2.723970  0.5008
O -3.496261 -0.282118 -4.144902  -0.4987
H -1.453954 -1.520986 0.808358  0.2577
H 2.647082 2.085405 2.296446  0.4575
C 1.286244 1.988466 4.519617  -0.6339
H -1.560793 0.224508 0.608938  0.2357
O -2.277461 1.334809 -1.973573  -0.6605
H 1.169162 1.683035 5.560298  0.2132
H 1.850279 2.923990 4.500296  0.1972
H 1.423380 -0.009675 3.721874  0.1766
C 1.616887 -1.170009 -2.486477  -0.6144
O -2.075508 -3.313884 -1.203436  -0.4980
H 1.793939 0.678266 -1.407195  0.2226

Forces on the atoms, in the same order (eV/Å):
S 0.0040 -0.1080 0.1179
H -0.1231 0.0324 0.1036
H -0.0267 -0.0508 0.0437
C 0.0048 -0.1657 -0.1847
O -0.0758 -0.0086 -0.2406
H 0.0273 -0.0259 -0.0636
H -0.0255 -0.0142 -0.1860
C 0.2529 -0.2865 0.2102
O 0.0174 0.0521 0.0638
C -0.2954 0.2208 -0.2097
C -0.3933 -0.1295 -0.0861
C 0.0535 0.1066 -0.0247
C 0.4868 -0.1005 -0.0655
C 0.1669 0.2916 0.3136
H -0.0131 -0.0244 0.0127
H 0.0817 -0.0274 -0.1189
H -0.2919 0.0286 -0.1550
O 0.0568 -0.0392 0.1337
H 0.0538 -0.0024 0.0448
H 0.0048 0.0089 -0.0005
C -0.0304 0.0159 -0.0808
H 0.2040 0.1384 -0.0599
O 0.2657 -0.2863 0.1737
H 0.0151 -0.0007 0.0038
H 0.0248 -0.0093 0.0445
H 0.0117 -0.0270 -0.0316
C -0.2289 0.0393 0.3453
O -0.1343 0.2302 -0.0748
H -0.0938 0.1416 -0.0288



DFT (the ωB97M-V functional and the def2-TZVPD basis) results for a molecular structure, C2H2O2PTl.

- Spin multiplicity: 2
- Charge: +1
- Kohn-Sham gap (spin up / spin down): 5.0 / 9.3 eV

Each line ends with the natural charge from an NBO analysis.
Geometry (Å):
H -1.472416 0.696616 -1.000262  0.3074
C -1.581718 0.367898 0.038213  -0.9905
O 0.569984 -0.444839 0.970267  -0.3489
Tl -3.007619 -1.820183 -0.467584  0.9394
P 3.651883 0.767083 -0.496729  0.9128
O 4.637907 -0.353401 -0.372117  -0.9006
H -2.332719 0.831699 0.685518  0.2984
C -0.465305 -0.044875 0.642697  0.7821

Forces on the atoms, in the same order (eV/Å):
H 0.0923 0.0179 0.3954
C -0.5190 0.2624 0.5228
O -1.9523 0.5403 0.0064
Tl -0.2494 -0.4087 -0.1032
P 1.1878 -1.1996 0.1246
O -1.1761 1.2237 -0.1410
H 0.2412 -0.0123 -0.3050
C 2.3755 -0.4237 -0.4999



DFT (the ωB97M-V functional and the def2-TZVPD basis) results for C3H9NS in the gas phase.

- Charge: 0
- Energy relative to the best compared isomer or geometry (same formula, charge and spin): 0.9727 eV
- Kohn-Sham gap: 9.5 eV

Each line ends with the natural charge from an NBO analysis.
Geometry (Å):
C -2.236291 0.258899 -0.711841  -0.7478
H 1.614772 1.122836 -0.113724  0.3368
S -1.361108 -0.610949 0.614019  0.1758
H 1.258149 -1.794808 -0.445450  0.2110
H -2.319682 -0.316578 -1.627331  0.2251
C 0.093615 0.401942 0.865686  -0.3705
H -0.261975 1.444322 1.019612  0.2022
H 2.710753 -0.705183 -0.763429  0.2016
H -3.274043 0.310987 -0.303699  0.2205
H 2.220771 -0.974809 0.924362  0.1679
H -1.904244 1.305467 -0.785128  0.2286
C 1.856198 -0.867844 -0.126418  -0.4363
N 0.936993 0.321601 -0.306069  -0.6092
H 0.666090 0.104115 1.759409  0.1944

Forces on the atoms, in the same order (eV/Å):
C -1.3661 0.3953 1.2854
H -1.0799 -0.9726 -0.8981
S -0.1775 -0.7028 0.5131
H 1.1489 1.2162 0.5712
H 0.5941 0.2692 -0.2115
C -0.6843 0.8443 -0.2046
H 0.3302 -0.5120 -0.1450
H 0.2040 -0.2623 -0.3439
H 0.5820 0.0817 -0.4372
H -0.3460 -0.0183 -0.6133
H 0.1329 -0.5717 -0.4131
C -1.7081 -0.5655 -0.4173
N 3.0575 0.9759 1.2362
H -0.6879 -0.1775 0.0781



DFT (the ωB97M-V functional and the def2-TZVPD basis) results for a molecular structure, C10H17InO7.

- Spin multiplicity: 2
- Charge: +1
- Kohn-Sham gap (spin up / spin down): 10.5 / 8.6 eV

Each line ends with the natural charge from an NBO analysis.
Geometry (Å):
H -1.114020 2.988844 2.190823  0.1918
O -2.067869 0.448466 0.840603  -0.4713
H -3.439297 -2.188079 -4.626839  0.2132
H 5.298347 1.933685 2.339019  0.2220
H -1.712994 -3.198982 -6.245129  0.2272
C 3.814615 0.364632 2.050471  0.0635
C -2.396004 1.209300 1.965301  0.0608
H -2.776506 3.354854 1.716710  0.2067
In 0.262777 -0.785173 -3.150501  0.9714
O 1.640633 -0.535043 -0.511916  -0.6628
C -1.677582 0.627103 3.180895  -0.6222
H 2.710305 2.276841 2.194745  0.2052
O -0.936589 -3.195697 -4.334797  -0.3195
H -1.962993 -0.405640 3.381073  0.2338
O 3.444601 -0.419655 0.945898  -0.4749
H 5.810502 0.475865 1.332459  0.2323
H -3.770214 -3.770602 -4.089274  0.2216
O 1.610161 0.691428 1.381056  -0.4883
O -1.532299 2.454926 0.317639  -0.4580
H -1.923531 1.277696 4.020145  0.2203
C -1.638372 1.260760 -0.145392  1.0127
H 2.240166 0.999036 3.314393  0.2034
C -1.965460 -3.583881 -5.257090  -0.1510
C 2.599838 1.198055 2.304871  -0.1034
H 4.820497 1.715957 0.616235  0.2175
C -3.381492 -3.227298 -4.950549  -0.6370
H -3.468912 1.239697 2.155147  0.1932
H -1.965345 -4.666978 -5.379617  0.2220
O -1.372636 0.903586 -1.301902  -0.6848
H -0.594840 0.611181 3.056235  0.2126
C 5.043350 1.216307 1.558990  -0.6173
C -1.965202 2.634899 1.609194  -0.0849
C 2.200961 -0.111474 0.488947  1.0067
H -3.920807 -3.513591 -5.853466  0.2321
H 4.086211 -0.281022 2.885622  0.2054

Forces on the atoms, in the same order (eV/Å):
H -0.0304 -0.0316 0.1619
O -0.1360 -0.6699 -1.7082
H -0.3990 0.2428 -0.6797
H 0.4001 -0.0859 -0.1568
H 0.6169 0.2111 -0.1341
C 1.9704 1.5827 -0.9158
C 0.1324 0.1491 2.2521
H 0.0532 0.0082 -0.4635
In -0.1803 0.1233 0.6039
O 1.2829 0.5416 1.3603
C -0.1686 0.2632 -0.1103
H 0.1068 -0.1174 -0.3338
O -1.3596 -0.2738 -1.2893
H -0.3064 0.1569 0.0508
O -1.2240 -1.1947 -2.0291
H 0.4078 0.3937 0.2970
H 0.0241 -0.3525 -0.1623
O -0.0306 0.6559 -0.2686
O 0.8578 2.7893 -2.4928
H 0.0438 -0.2512 0.2650
C 0.2026 -2.5350 -1.9117
H -0.2747 0.1751 -0.0457
C 0.8243 -0.1793 1.1241
C -1.2467 -0.0749 1.1511
H -0.2884 0.1443 0.1634
C 0.0886 0.3871 0.9933
H -0.1152 -0.5496 -0.2825
H 0.7802 -0.3501 0.0052
O -0.3544 0.5589 2.3789
H 0.0278 0.2529 -0.2261
C -0.9735 -1.2547 0.6314
C 0.0692 -0.4378 1.7378
C -0.2553 -0.7832 -0.0638
H -0.4977 0.5110 0.2148
H -0.0480 -0.0054 -0.1170



The calculation returns the following electronic energy values, one per record and in order: -24941.375, -8428.936, -30632.229, -20174.491, -15581.358, -30144.143 eV.